Entry 1:
A structure of composition C39H32IrN3O5PSSe. Source: OMol25; level of theory: the ωB97M-V functional and the def2-TZVPD basis.

Each line ends with the Mulliken spin population.
Atoms and positions in Å:
Ir1 0.38838 -0.60555 -0.78605  0.00
O1 2.03434 -1.74477 -0.71831  0.00
C1 2.25373 -2.78348 0.04097  0.00
C2 3.07494 -3.82740 -0.42065  0.00
C3 3.36202 -4.89833 0.39452  0.00
C4 2.86319 -4.97440 1.70218  0.00
C5 2.08038 -3.94783 2.16792  0.00
C6 1.76058 -2.84983 1.34987  0.00
C7 0.96347 -1.80688 1.91760  0.00
N1 0.40347 -0.76883 1.39174  0.00
C8 -0.41369 -0.05572 2.41830  0.01
C9 -0.60136 1.43874 2.27420  -0.01
N2 -1.14809 1.74856 0.98902  0.05
C10 -2.33006 2.55163 0.59806  -0.03
C11 -2.78818 1.85304 -0.71514  0.02
C12 -3.48320 2.79840 -1.64500  0.01
C13 -3.87173 2.50321 -2.88254  -0.01
C14 -3.65431 1.21785 -3.53739  0.00
C15 -3.61557 0.00937 -2.96482  0.00
C16 -3.89457 -0.35083 -1.55163  0.06
O2 -4.24831 -1.47685 -1.29797  0.00
H1 3.46397 -3.76317 -1.42863  0.00
H2 3.98676 -5.69857 0.01620  0.00
H3 3.09548 -5.82298 2.33024  0.00
H4 1.68937 -3.97812 3.17957  0.00
H5 0.80686 -1.94787 2.98905  0.00
H6 0.04786 -0.23100 3.39238  0.00
H7 -1.39348 -0.52976 2.42412  0.00
H8 0.35793 1.94832 2.40293  0.00
H9 -1.25953 1.77474 3.08176  -0.01
H10 -3.12717 2.68587 1.33088  -0.01
H11 -3.69282 3.79384 -1.26350  0.00
H12 -4.33292 3.28030 -3.48243  0.00
H13 -3.55732 1.25114 -4.61802  0.00
H14 -3.48628 -0.86800 -3.58920  0.00
O3 0.43036 -0.70854 -2.83006  0.00
S1 1.45445 0.31154 -3.23972  0.00
O4 2.29479 -0.10348 -4.31350  0.00
O5 2.09746 0.77506 -2.00272  0.00
C17 0.47194 1.67859 -3.76539  0.00
C18 0.84521 2.30940 -4.93763  0.00
C19 0.26930 3.52304 -5.28219  0.00
C20 -0.62807 4.10648 -4.40819  0.00
C21 -1.00402 3.45366 -3.23950  0.00
C22 -0.51598 2.19426 -2.89863  0.00
P1 -0.96221 1.36295 -1.27492  -0.01
C23 -3.79579 0.66765 -0.38773  0.01
C24 -3.37286 -0.10038 0.83117  0.23
C25 -4.03114 -0.04640 2.01262  -0.15
C26 -5.23283 0.68197 2.15744  0.44
C27 -5.80347 1.27840 1.01189  -0.09
C28 -5.17814 1.25787 -0.19008  0.34
C29 -0.38166 2.56483 -0.01952  0.00
C30 -1.39979 3.70582 0.19080  0.01
C31 -0.94560 4.60108 1.30461  0.00
C32 0.33962 4.68277 1.64763  0.00
C33 1.37527 3.88396 0.97565  0.00
C34 1.05894 2.86775 0.17042  0.00
H15 1.60680 1.84892 -5.55211  0.00
H16 0.55096 4.01916 -6.20139  0.00
H17 -1.04762 5.08073 -4.62504  0.00
H18 -1.70498 3.95943 -2.60191  0.00
H19 -2.51170 -0.73665 0.70252  0.10
H20 -3.65375 -0.61472 2.85568  0.00
H21 -5.74874 0.71446 3.10660  0.01
H22 -6.78075 1.74064 1.08471  0.00
H23 -5.67100 1.68268 -1.05221  0.01
H24 -1.70344 4.31298 -0.66408  0.00
H25 -1.68328 5.24073 1.77800  0.00
H26 0.64934 5.37807 2.41840  0.00
H27 2.41358 4.13995 1.14820  0.00
H28 1.81035 2.27790 -0.33762  0.00
Se1 -1.07727 -2.52951 -0.59249  0.01
C35 -1.05974 -3.26546 -2.35572  0.00
C36 -2.25912 -3.59331 -2.97128  0.00
C37 -2.21568 -4.23291 -4.20488  0.00
N3 -1.09115 -4.53935 -4.84555  0.00
C38 0.05306 -4.21529 -4.23856  0.00
C39 0.12461 -3.59737 -3.00168  0.00
H29 -3.20691 -3.34582 -2.51251  0.00
H30 -3.14117 -4.50569 -4.70203  0.00
H31 0.96429 -4.46885 -4.76925  0.00
H32 1.08399 -3.36934 -2.55572  0.00

Computed properties:
- highest occupied orbital energy (alpha / beta) (eV) = -7.27 / -7.29
- spin multiplicity = 2
- electronic energy (eV) = -143975.21508
- LUMO level (alpha / beta) (eV) = -0.39 / -0.86
- total charge = 0
- ⟨S²⟩ = 0.79
- ΔE to the lowest compared entry with this formula, charge and spin (kcal per mole) = 123.9

Entry 2:
A structure of composition C39H32MoN4O3PS3. Source: OMol25; level of theory: the ωB97M-V functional and the def2-TZVPD basis.

Each line ends with the Löwdin charge.
Atoms and positions in Å:
Mo1 -0.14404 0.11926 -0.14351  1.43
C1 -1.87418 -2.84467 0.93728  -0.18
N1 -0.62771 -2.06908 0.83111  -0.04
C2 0.39823 -2.62767 1.38194  -0.12
C3 1.62812 -1.94672 1.43443  -0.35
C4 2.84143 -2.26805 2.03064  -0.07
C5 3.63528 -1.12382 1.91503  -0.11
C6 2.86507 -0.17602 1.24485  -0.22
N2 1.65137 -0.66818 0.92073  -0.09
C7 -2.60388 -2.58916 2.23688  -0.21
C8 -2.59269 -3.54317 3.24770  -0.09
C9 -3.21336 -3.29918 4.46671  -0.11
C10 -3.86169 -2.09246 4.67918  -0.09
C11 -3.89685 -1.14300 3.66504  -0.09
C12 -3.27250 -1.38693 2.45287  -0.07
H1 -1.63807 -3.91322 0.88433  0.11
H2 -2.51174 -2.59722 0.09800  0.07
H3 0.31393 -3.61198 1.84768  0.13
H4 3.07628 -3.19336 2.53394  0.10
H5 4.62258 -0.96372 2.31766  0.09
H6 3.12374 0.85922 1.10106  0.07
H7 -2.07929 -4.48557 3.08425  0.11
H8 -3.18517 -4.04835 5.24880  0.10
H9 -4.33364 -1.88850 5.63238  0.10
H10 -4.39473 -0.19516 3.82531  0.10
H11 -3.30473 -0.64790 1.66652  0.09
O1 -3.43163 -0.02545 -3.03116  -0.29
S1 -2.74554 -0.81119 -2.03810  0.59
O2 -3.25746 -0.79291 -0.69758  -0.31
N3 -1.15996 -0.47523 -1.97503  -0.26
C13 -0.50483 -0.22666 -3.18318  -0.25
C14 -0.93606 -0.51703 -4.46148  -0.02
C15 -0.14103 -0.20654 -5.58278  -0.07
C16 1.07434 0.40034 -5.46243  -0.05
C17 1.55325 0.71630 -4.17072  -0.16
C18 2.77238 1.38652 -3.93804  0.00
C19 3.14538 1.69578 -2.66327  -0.03
C20 2.32136 1.29483 -1.59962  -0.09
N4 1.19839 0.63681 -1.77513  -0.02
C21 0.77334 0.38014 -3.04851  -0.14
C22 -2.81355 -2.49666 -2.62355  -0.28
C23 -3.93520 -2.90834 -3.32898  -0.06
C24 -4.01878 -4.22046 -3.77020  -0.08
C25 -2.98255 -5.10822 -3.51398  -0.09
C26 -1.86090 -4.68621 -2.81399  -0.07
C27 -1.77190 -3.37630 -2.36598  -0.07
H12 -1.90319 -0.96195 -4.62812  0.10
H13 -0.52643 -0.45153 -6.56461  0.10
H14 1.66971 0.65227 -6.33070  0.11
H15 3.39129 1.66352 -4.78346  0.12
H16 4.05943 2.23064 -2.44940  0.11
H17 2.58574 1.52204 -0.58164  0.09
H18 -4.72446 -2.19692 -3.53231  0.12
H19 -4.89224 -4.54850 -4.31903  0.10
H20 -3.04830 -6.13108 -3.86288  0.10
H21 -1.05037 -5.37617 -2.61726  0.10
H22 -0.90195 -3.03325 -1.82061  0.10
O3 -0.82101 1.62302 -0.02332  -0.56
S2 2.33185 1.86840 4.00597  0.15
P1 0.62658 0.87166 4.16362  0.03
S3 -0.70956 0.95105 2.68072  0.28
C28 -0.23445 1.38279 5.71147  -0.37
C29 0.51802 1.60310 6.86344  -0.11
C30 -0.10185 1.94290 8.05515  -0.10
C31 -1.48484 2.07354 8.10928  -0.11
C32 -2.23819 1.86263 6.96520  -0.10
C33 -1.61514 1.51537 5.77137  -0.11
C34 0.93396 -0.88728 4.58444  -0.36
C35 -0.10397 -1.80986 4.48749  -0.09
C36 0.10422 -3.13452 4.84236  -0.09
C37 1.35204 -3.54810 5.29310  -0.10
C38 2.39168 -2.63225 5.38028  -0.11
C39 2.18319 -1.30590 5.02505  -0.12
H23 1.59758 1.52567 6.80940  0.08
H24 0.49480 2.11315 8.94347  0.09
H25 -1.96994 2.34574 9.03926  0.09
H26 -3.31608 1.97108 6.99662  0.09
H27 -2.19323 1.35171 4.87110  0.05
H28 -1.07011 -1.48539 4.11590  0.07
H29 -0.71457 -3.84183 4.76430  0.07
H30 1.51505 -4.58366 5.56872  0.09
H31 3.37108 -2.95215 5.71652  0.10
H32 2.99143 -0.58530 5.05887  0.06

Computed properties:
- highest occupied orbital energy (eV) = -4.42
- electronic energy (eV) = -96721.13776
- LUMO level (eV) = 1.54
- total charge = -1
- ΔE to the lowest compared entry with this formula, charge and spin (kcal per mole) = 26.6

Entry 3:
A cluster of 2 separate species, C39H32N2O3 in total at a distorted geometry. Source: OMol25; level of theory: the ωB97M-V functional and the def2-TZVPD basis.

Each line ends with the Löwdin charge.
Atoms and positions in Å:
C1 4.16866 0.25529 3.54155  -0.11
C2 3.65521 1.54971 3.55912  -0.09
C3 2.33507 1.78015 3.20626  -0.03
C4 1.49621 0.72257 2.81299  -0.15
C5 0.03111 1.06476 2.54011  -0.39
C6 -0.82536 0.19800 1.81608  -0.09
N1 -2.11702 -0.00911 2.31135  -0.03
C7 -2.86571 1.07500 2.68830  0.07
C8 -4.16685 0.94965 3.15707  -0.13
C9 -4.70092 -0.36778 3.35223  -0.17
C10 -6.07944 -0.49490 3.62017  -0.03
C11 -6.92507 0.61440 3.62619  -0.07
C12 -6.37154 1.91425 3.54601  -0.07
C13 -5.00370 2.08346 3.38061  -0.01
C14 -3.81969 -1.45251 3.17221  0.00
C15 -2.60550 -1.27625 2.57317  0.00
O1 -0.37732 2.14287 3.03367  -0.03
C16 1.97822 -0.58948 2.92945  -0.03
C17 3.31846 -0.81487 3.26817  -0.10
H1 5.21386 0.07304 3.76642  0.10
H2 4.28122 2.39029 3.82782  0.10
H3 1.93992 2.79471 3.20507  0.12
H4 -0.45049 -0.46941 1.05003  0.11
H5 -2.33617 2.01676 2.63211  0.13
H6 -6.48859 -1.50016 3.72361  0.11
H7 -8.01317 0.49059 3.67640  0.11
H8 -7.03118 2.78105 3.60825  0.11
H9 -4.53504 3.07445 3.38263  0.12
H10 -4.14251 -2.43389 3.50769  0.12
H11 -1.92540 -2.09475 2.36601  0.13
H12 1.30582 -1.42987 2.72414  0.11
H13 3.68758 -1.83914 3.30716  0.10
C18 -5.46645 -0.16905 -3.58329  -0.07
C19 -4.19443 -0.70703 -3.36433  -0.01
C20 -3.19017 0.12711 -2.89132  -0.10
C21 -3.42275 1.48969 -2.66971  -0.10
C22 -4.65397 2.05162 -2.97647  0.00
C23 -5.68919 1.20988 -3.39711  -0.07
C24 -2.24125 2.10408 -1.99349  -0.30
O2 -2.11519 3.26347 -1.62013  0.08
C25 -1.25616 0.99510 -1.82726  -0.08
C26 -0.14119 1.08512 -1.02720  0.05
C27 1.15172 0.63173 -1.43097  -0.18
C28 1.36774 -0.00787 -2.68503  0.04
C29 2.52601 -0.70541 -2.94614  -0.14
C30 3.57274 -0.72772 -1.97076  -0.08
N2 4.64954 -1.54304 -2.13968  -0.06
C31 4.84759 -2.30718 -3.37644  -0.15
C32 3.55900 -2.68396 -4.08295  -0.17
C33 2.60884 -1.50205 -4.20282  -0.15
C34 5.81177 -1.46935 -1.25027  -0.16
C35 5.44877 -0.99848 0.14423  -0.17
C36 4.64815 0.30071 0.06940  -0.14
C37 3.48372 0.16991 -0.85796  -0.13
C38 2.29879 0.84177 -0.62694  0.04
C39 -1.81512 -0.24088 -2.45024  -0.31
O3 -1.30046 -1.34798 -2.56498  0.06
H14 -6.28526 -0.81902 -3.89078  0.10
H15 -3.95755 -1.75503 -3.53555  0.12
H16 -4.77178 3.12758 -2.87217  0.12
H17 -6.68110 1.61915 -3.56758  0.10
H18 -0.22302 1.66390 -0.10947  0.12
H19 0.57567 -0.01147 -3.43273  0.13
H20 5.49002 -1.74625 -4.07812  0.13
H21 5.41115 -3.20653 -3.10799  0.12
H22 3.80430 -3.04443 -5.08001  0.11
H23 3.06181 -3.50760 -3.56376  0.12
H24 1.60053 -1.84819 -4.46202  0.12
H25 2.94378 -0.85072 -5.02343  0.13
H26 6.25928 -2.46868 -1.22183  0.12
H27 6.58247 -0.79776 -1.66942  0.13
H28 4.86358 -1.76705 0.66716  0.12
H29 6.36766 -0.85172 0.72104  0.12
H30 4.29793 0.56879 1.07128  0.08
H31 5.32563 1.10983 -0.25150  0.13
H32 2.21617 1.52611 0.21663  0.12

Computed properties:
- highest occupied orbital energy (eV) = -6.98
- electronic energy (eV) = -50083.25054
- LUMO level (eV) = -0.65
- total charge = 0